(one)
Below is an isolated molecule of C3H2O3S, with properties calculated with ωB97M-V/def2-TZVPD.

Each line ends with the Löwdin charge.
Atoms and positions in Å:
O  2.311  -0.512  0.133  0.18
C  1.163  -0.537  -0.041  -0.55
O  0.399  -1.627  -0.223  0.11
O  -1.006  -1.181  -0.334  -0.05
C  -1.067  0.145  0.106  -0.18
C  0.354  0.747  -0.177  -0.66
S  0.807  2.270  -0.179  0.85
H  -1.100  0.123  1.239  0.16
H  -1.861  0.573  -0.524  0.15

Spin multiplicity ... 1
HOMO level ... -9.540 eV
Kohn-Sham gap ... 7.98 eV

(two)
Below is an isolated molecule of C3H2O3S, with properties calculated with ωB97M-V/def2-TZVPD.

Each line ends with the Löwdin charge.
Atoms and positions in Å:
O  2.378  -1.036  -0.295  0.18
C  1.371  -0.481  0.024  -0.57
O  1.312  0.875  -0.018  0.12
C  0.007  1.219  -0.023  -0.07
C  -0.636  0.074  0.094  -0.69
S  -2.349  -0.365  -0.178  0.83
O  0.184  -0.900  0.213  0.14
H  -0.174  2.221  -0.240  0.12
H  -2.092  -1.606  0.423  -0.07

Spin multiplicity ... 1
HOMO level ... -8.987 eV
Kohn-Sham gap ... 9.47 eV

(three)
Below is a cluster of 2 separate species, C3H2O3S in total, with properties calculated with ωB97M-V/def2-TZVPD.

Each line ends with the Löwdin charge.
Atoms and positions in Å:
C  -0.466  1.132  -0.345  -0.32
C  1.942  1.089  0.631  -0.44
C  -0.618  0.696  0.870  0.01
O  -0.400  1.771  -1.306  0.20
O  2.196  2.019  1.297  0.14
O  3.767  0.067  -0.653  -0.61
S  2.292  -0.019  -0.636  0.86
H  -1.054  1.411  1.531  0.10
H  -0.788  -0.283  1.187  0.07

Spin multiplicity ... 1
HOMO level ... -8.573 eV
Kohn-Sham gap ... 8.07 eV

Which one sits at the bottom of the stability order? (one) does.

(one)
Below is a structure of composition C3H5N4O2, with properties calculated with ωB97M-V/def2-TZVPD.

Each line ends with the Löwdin charge.
Atoms and positions in Å:
C  -1.592  -0.736  2.420  -0.15
C  -0.571  -0.327  0.714  -0.16
C  1.715  0.506  -2.054  0.05
N  -0.850  -1.327  1.478  0.18
N  -1.724  0.552  2.254  0.10
N  -1.064  0.837  1.167  0.09
N  0.342  -0.501  -0.708  -0.12
O  0.590  -1.552  -1.178  0.27
O  0.712  0.646  -1.052  0.08
H  -2.096  -1.260  3.215  0.13
H  2.208  1.419  -2.163  0.11
H  1.186  0.252  -2.986  0.14
H  2.384  -0.276  -1.929  0.10
H  -1.239  1.767  0.823  0.18

Spin multiplicity ... 1
HOMO level ... -15.157 eV
Net charge ... +1
Kohn-Sham gap ... 8.47 eV

(two)
Below is the ion C3H5N4O2 with charge +1, with properties calculated with ωB97M-V/def2-TZVPD.

Each line ends with the Löwdin charge.
Atoms and positions in Å:
C  -1.345  -1.658  0.760  -0.09
C  0.731  2.338  -0.609  -0.20
C  0.027  0.239  0.258  -0.31
N  -1.069  -2.001  -0.441  -0.08
N  -0.604  -1.916  -1.483  0.27
N  -0.962  -0.286  0.981  0.16
N  1.089  -0.342  -0.272  0.26
O  1.764  1.921  -1.014  0.15
O  -0.132  1.613  0.163  0.12
H  -1.628  -2.473  1.365  0.12
H  0.221  3.251  -0.642  0.15
H  -1.293  0.336  1.703  0.18
H  1.840  0.265  -0.619  0.12
H  1.360  -1.287  -0.150  0.13

Spin multiplicity ... 1
HOMO level ... -13.271 eV
Net charge ... +1
Kohn-Sham gap ... 8.93 eV

Which one sits at the bottom of the stability order? (one) does.